The following is a DFT calculation (ωB97M-V/def2-TZVPD) of a molecular structure, C41H31BrF4N3O2PRu.

Calculated values
net charge: +2
electronic energy: -144354.97232 eV
Kohn-Sham gap (alpha / beta): 5.367 / 5.352 eV
LUMO level (alpha / beta): -0.3068 / -0.3072 Eh
HOMO (alpha / beta): -13.72 / -13.71 eV

Geometry (Å):
Ru: -0.7850 -0.8929 0.2705
C: 3.1691 0.2445 -0.7039
C: 2.8515 -1.1047 -1.2788
C: 3.8803 -1.9983 -1.4818
C: 3.6378 -3.2620 -2.0127
C: 2.3521 -3.6511 -2.3559
C: 1.2717 -2.8137 -2.1527
C: -0.0597 -3.2362 -2.6988
C: 1.5109 -1.5236 -1.5848
N: 0.4455 -0.6811 -1.3308
C: 0.5286 0.6600 -1.8357
O: 1.0202 0.9241 -2.8938
C: -0.0667 1.6676 -0.9005
C: 0.0233 3.0423 -1.0022
C: -0.3998 3.8051 0.0889
C: -0.8563 3.1877 1.2482
C: -0.9312 1.8046 1.2604
N: -0.5769 1.1045 0.1902
C: -1.2394 0.9173 2.4385
O: -1.5794 1.3281 3.5110
N: -1.0073 -0.4434 2.1187
C: -0.5010 -1.2670 3.1857
C: -1.2849 -2.2747 3.7417
C: -2.7139 -2.5114 3.3504
C: -0.7253 -3.0678 4.7412
C: 0.5678 -2.8560 5.1836
C: 1.3285 -1.8327 4.6354
C: 0.8095 -1.0210 3.6380
C: 1.6446 0.1087 3.1008
H: 4.0953 0.1949 -0.1353
H: 2.3952 0.6140 -0.0314
H: 3.3052 0.9793 -1.4989
H: 4.8919 -1.7153 -1.2254
H: 4.4640 -3.9406 -2.1760
H: 2.1941 -4.6152 -2.8203
H: 0.0029 -3.2748 -3.7878
H: -0.8734 -2.5651 -2.4344
H: -0.3130 -4.2412 -2.3604
H: 0.4449 3.4871 -1.8924
H: -0.3324 4.8834 0.0449
H: -1.1312 3.7413 2.1353
H: -3.0091 -1.8943 2.5007
H: -3.3748 -2.2717 4.1846
H: -2.8800 -3.5602 3.0969
H: -1.3245 -3.8559 5.1798
H: 0.9827 -3.4810 5.9622
H: 2.3348 -1.6586 4.9920
H: 2.6919 -0.0465 3.3510
H: 1.3458 1.0680 3.5312
H: 1.5767 0.1945 2.0134
F: -5.3282 -6.1779 -0.1284
C: -4.8148 -4.9715 -0.1611
C: -5.6200 -3.8730 -0.4206
F: -6.9057 -4.0338 -0.6467
C: -5.0602 -2.6013 -0.4384
F: -5.8759 -1.5838 -0.6885
C: -3.7061 -2.3801 -0.2076
P: -2.9915 -0.7051 -0.3447
C: -3.2963 -0.1084 -2.0285
C: -4.5601 0.4222 -2.3234
C: -4.8515 0.8438 -3.6084
C: -3.8950 0.7494 -4.6099
C: -2.6427 0.2281 -4.3266
C: -2.3467 -0.2040 -3.0440
C: -3.9259 0.3800 0.7414
C: -4.6583 -0.1132 1.8212
C: -5.3146 0.7629 2.6684
C: -5.2443 2.1306 2.4437
C: -4.5253 2.6274 1.3659
C: -3.8651 1.7574 0.5142
C: -2.9254 -3.5085 0.0503
Br: -1.0827 -3.3806 0.4851
C: -3.4573 -4.7819 0.0799
F: -2.6956 -5.8282 0.3583
H: -5.3128 0.5131 -1.5560
H: -5.8283 1.2520 -3.8263
H: -4.1289 1.0826 -5.6113
H: -1.8936 0.1560 -5.1022
H: -1.3723 -0.6218 -2.8447
H: -4.7421 -1.1772 1.9923
H: -5.8901 0.3781 3.4986
H: -5.7606 2.8112 3.1063
H: -4.4883 3.6923 1.1830
H: -3.3221 2.1498 -0.3374